158
Properties=species:S:1:pos:R:3:mulliken_charge:R:1 method="wB97M-V/def2-TZVPD" e_homo_ev=-10.264 charge=+1 relative_energy_kcal_mol=0.0 e_tot_ev=-100639.3906 e_lumo_ev=-4.60
C 3.329 -1.032 2.710 -1.194
C 4.162 -1.882 1.720 -0.429
C 3.321 -2.991 1.036 0.341
Cl 4.112 -4.576 1.165 -0.112
N 2.905 -2.783 -0.378 0.392
C 3.909 -2.926 -1.423 -0.643
O 4.872 -1.875 -1.466 -0.195
N 6.125 -2.395 -0.942 0.154
O 6.898 -1.554 -0.790 -0.256
C 2.049 -1.688 -0.600 -0.712
N 0.689 -1.857 -0.873 0.170
C 0.086 -3.164 -0.493 -0.382
C -1.358 -3.024 0.079 -0.457
C -2.122 -1.775 -0.333 0.179
O -3.081 -1.841 -1.038 -0.469
O -1.711 -0.555 0.140 -0.418
N 2.494 -0.451 -0.611 0.273
C 1.612 0.665 -0.985 0.173
O 1.276 0.782 -2.113 -0.515
N 1.369 1.550 0.039 0.218
C 0.585 2.699 -0.355 0.159
O 0.998 3.765 -0.379 -0.361
F -0.690 2.387 -0.645 -0.180
H 2.683 -1.677 3.327 0.380
H 2.735 -0.255 2.209 0.069
H 4.020 -0.524 3.401 0.429
H 4.689 -1.242 1.002 0.094
H 4.936 -2.392 2.316 0.559
H 2.387 -3.096 1.615 0.224
H 4.441 -3.879 -1.316 0.474
H 3.389 -2.932 -2.395 0.409
H 0.559 -1.736 -1.881 0.322
H 0.022 -3.796 -1.386 0.322
H 0.701 -3.686 0.244 0.232
H -1.374 -3.089 1.177 0.366
H -1.940 -3.868 -0.315 0.294
H -1.619 -0.594 1.107 0.331
H 3.481 -0.253 -0.454 0.345
H 1.066 1.131 0.914 0.245
C 11.211 -1.986 0.025 -1.505
C 9.890 -1.993 0.787 0.746
C 9.640 -0.722 1.606 -0.465
O 10.361 -0.640 2.815 -0.458
C 11.684 -0.141 2.704 -0.652
N 9.817 -3.208 1.604 -0.683
H 12.060 -2.161 0.686 0.317
H 11.216 -2.780 -0.721 0.367
H 11.366 -1.036 -0.489 0.345
H 9.087 -2.047 0.049 0.070
H 8.584 -0.717 1.902 0.135
H 9.810 0.176 0.996 0.436
H 11.754 0.631 1.933 0.309
H 12.399 -0.937 2.488 0.237
H 11.946 0.300 3.665 0.269
H 8.900 -3.272 2.036 0.243
H 10.455 -3.098 2.388 0.336
C -7.796 -2.502 -4.002 -1.451
C -7.776 -4.025 -4.091 0.294
C -7.409 -4.721 -2.774 -0.280
O -6.026 -4.684 -2.453 -0.331
C -5.581 -3.502 -1.817 -0.358
N -6.901 -4.427 -5.195 -0.751
H -6.789 -2.085 -3.981 0.286
H -8.299 -2.084 -4.874 0.364
H -8.327 -2.165 -3.110 0.341
H -8.790 -4.352 -4.340 0.437
H -7.658 -5.781 -2.869 0.013
H -8.000 -4.323 -1.938 0.366
H -6.343 -3.100 -1.142 0.305
H -5.296 -2.735 -2.540 0.177
H -4.696 -3.755 -1.236 0.006
H -6.970 -5.432 -5.328 0.291
H -5.940 -4.274 -4.901 0.297
C -0.125 9.033 0.552 -1.584
C -0.319 7.522 0.584 0.801
C -0.110 6.892 1.966 -1.046
O 1.240 6.705 2.345 -0.127
C 1.881 7.835 2.909 -0.790
N 0.529 6.919 -0.446 -0.477
H 0.931 9.307 0.589 0.285
H -0.533 9.438 -0.373 0.368
H -0.634 9.518 1.388 0.375
H -1.361 7.322 0.315 0.304
H -0.530 5.881 1.939 0.289
H -0.656 7.446 2.740 0.478
H 1.188 8.427 3.513 0.373
H 2.327 8.471 2.141 0.274
H 2.682 7.471 3.553 0.216
H 0.362 5.919 -0.485 0.051
H 1.496 6.983 -0.137 0.306
C 6.863 5.828 2.775 -1.418
C 7.009 4.379 2.321 0.327
C 5.919 3.925 1.339 -0.692
O 4.665 3.643 1.937 -0.300
C 3.846 4.778 2.174 -0.745
N 7.095 3.520 3.503 -0.701
H 6.061 5.944 3.504 0.279
H 7.783 6.162 3.253 0.358
H 6.659 6.490 1.931 0.356
H 7.959 4.300 1.784 0.430
H 6.240 2.983 0.883 0.312
H 5.798 4.653 0.527 0.403
H 3.961 5.530 1.389 0.343
H 4.064 5.228 3.145 0.248
H 2.808 4.449 2.184 0.242
H 7.303 2.567 3.219 0.205
H 6.170 3.468 3.921 0.342
C -5.735 -0.050 5.086 -1.440
C -5.362 0.009 3.609 0.318
C -4.840 -1.319 3.047 -0.653
O -3.497 -1.630 3.405 -0.239
C -3.339 -2.240 4.676 -0.810
N -4.424 1.116 3.400 -0.696
H -4.854 -0.053 5.728 0.284
H -6.326 0.824 5.356 0.370
H -6.327 -0.940 5.310 0.348
H -6.272 0.242 3.049 0.415
H -4.836 -1.246 1.956 0.283
H -5.505 -2.150 3.310 0.403
H -4.176 -2.904 4.905 0.368
H -3.236 -1.498 5.469 0.261
H -2.423 -2.832 4.646 0.230
H -4.259 1.240 2.404 0.271
H -3.524 0.843 3.785 0.303
C -6.276 -8.685 -1.759 -1.226
C -7.778 -8.838 -1.544 0.410
C -8.198 -10.224 -1.035 -0.854
O -8.200 -11.236 -2.021 -0.380
C -6.951 -11.852 -2.269 -0.634
N -8.473 -8.462 -2.778 -0.585
H -5.943 -9.197 -2.662 0.294
H -6.020 -7.630 -1.872 0.164
H -5.713 -9.083 -0.912 0.344
H -8.072 -8.121 -0.770 0.364
H -9.231 -10.158 -0.685 0.365
H -7.584 -10.530 -0.177 0.429
H -6.361 -11.938 -1.351 0.296
H -6.374 -11.310 -3.022 0.223
H -7.151 -12.852 -2.651 0.256
H -9.475 -8.455 -2.613 0.263
H -8.337 -9.209 -3.455 0.274
C -1.473 5.911 -3.002 -1.185
C -2.841 6.506 -3.318 0.353
C -3.168 6.549 -4.817 -0.767
O -2.512 7.577 -5.531 -0.384
C -1.195 7.282 -5.956 -0.643
N -2.938 7.822 -2.682 -0.624
H -0.661 6.602 -3.225 0.284
H -1.409 5.684 -1.939 0.108
H -1.305 4.985 -3.559 0.394
H -3.596 5.862 -2.854 0.349
H -4.235 6.756 -4.927 0.379
H -2.976 5.576 -5.289 0.387
H -1.093 6.228 -6.232 0.290
H -0.457 7.529 -5.189 0.247
H -0.991 7.894 -6.834 0.263
H -3.880 8.184 -2.795 0.274
H -2.353 8.467 -3.207 0.284

=====

154
Properties=species:S:1:pos:R:3:mulliken_charge:R:1 method="wB97M-V/def2-TZVPD" e_homo_ev=-6.789 relative_energy_kcal_mol=800.4 e_tot_ev=-75937.2986 e_lumo_ev=0.42
C -4.944 -7.094 -1.060 -0.746
O -4.881 -5.657 -0.918 -0.349
C -4.032 -5.042 -1.851 -0.989
C -3.936 -3.538 -1.617 -0.334
N -3.069 -2.818 -2.523 -0.093
C -1.687 -3.133 -2.237 -1.810
C -0.713 -2.448 -3.180 -1.081
O -0.100 -1.226 -2.732 -0.280
C -1.151 -0.179 -2.522 -1.657
H -5.752 -7.461 -0.427 0.244
H -3.926 -7.439 -0.876 0.319
H -5.144 -7.429 -2.078 0.294
H -4.255 -5.237 -2.900 0.444
H -3.011 -5.415 -1.770 0.351
H -3.755 -3.323 -0.564 0.411
H -4.956 -3.164 -1.703 0.500
H -3.174 -1.887 -2.148 0.102
H -1.388 -4.171 -2.378 0.368
H -1.379 -2.852 -1.229 0.721
H -1.047 -2.586 -4.208 0.195
H 0.122 -3.147 -3.219 0.710
H -1.827 0.086 -3.334 0.861
H -0.648 0.753 -2.266 1.509
H -1.680 -0.423 -1.601 -1.229
C -0.330 -0.324 -5.631 -0.463
O 0.706 -1.297 -5.566 -0.462
C 1.891 -0.755 -4.923 -0.412
C 2.586 -1.897 -4.120 -1.196
N 1.942 -2.092 -2.864 0.266
C 2.287 -3.371 -2.156 -1.737
C 1.478 -3.415 -0.888 0.191
O 1.909 -2.542 0.182 0.704
C 1.045 -2.535 1.244 0.714
H 0.057 0.559 -6.138 0.449
H -0.519 0.004 -4.609 0.251
H -1.246 -0.611 -6.147 0.300
H 1.785 0.146 -4.318 0.149
H 2.535 -0.406 -5.729 0.666
H 3.599 -1.597 -3.853 0.435
H 2.690 -2.749 -4.793 0.453
H 0.972 -1.907 -3.074 0.546
H 3.361 -3.385 -1.973 0.879
H 1.966 -4.182 -2.810 0.507
H 1.555 -4.429 -0.495 1.159
H 0.416 -3.256 -1.073 -0.713
H 0.940 -3.472 1.792 0.251
H 0.039 -2.273 0.916 -0.356
H 1.250 -1.752 1.974 0.192
C 1.174 5.312 -1.109 -0.821
O 0.327 5.085 0.063 -0.497
C 0.062 3.683 0.316 -0.344
C -1.009 3.367 1.361 0.389
N -2.254 3.941 0.909 -0.202
C -3.120 3.266 -0.064 -0.102
C -4.371 4.155 -0.367 -1.192
O -5.265 4.308 0.765 -0.311
C -6.210 5.332 0.546 -0.796
H 0.565 5.336 -2.012 0.270
H 2.035 4.680 -1.327 0.257
H 1.754 6.203 -0.870 0.386
H 0.991 3.160 0.542 0.436
H -0.304 3.204 -0.593 0.080
H -0.861 3.836 2.334 -0.363
H -1.058 2.290 1.520 0.027
H -2.837 4.188 1.695 0.490
H -3.435 2.289 0.302 1.227
H -2.493 3.021 -0.921 0.229
H -4.993 3.709 -1.143 0.432
H -4.099 5.163 -0.679 0.590
H -6.843 5.512 1.415 0.264
H -6.949 5.114 -0.225 0.308
H -5.734 6.279 0.292 0.331
C 0.812 0.779 1.914 -2.198
O -0.411 0.979 1.254 0.455
C -1.293 -0.078 1.183 0.738
C -2.710 0.477 1.403 -0.895
N -3.888 -0.462 1.222 -0.366
C -3.954 -1.057 -0.071 0.334
C -4.124 -0.030 -1.218 -0.576
O -4.126 -0.811 -2.419 -0.051
C -4.921 -0.271 -3.436 -1.044
H 0.648 0.530 2.962 1.278
H 1.342 1.727 1.825 -0.805
H 1.514 0.064 1.485 0.732
H -1.157 -0.892 1.894 0.217
H -1.325 -0.512 0.184 -0.359
H -2.830 1.386 0.813 -2.142
H -2.751 0.876 2.416 0.513
H -3.509 -1.189 1.811 0.604
H -4.837 -1.694 -0.113 0.607
H -3.211 -1.828 -0.274 -0.665
H -3.228 0.589 -1.262 0.001
H -5.009 0.594 -1.094 0.643
H -5.903 -0.622 -3.119 0.318
H -4.567 -0.709 -4.369 0.257
H -4.899 0.819 -3.471 0.319
C -1.076 5.139 5.031 -0.746
O -0.625 3.849 4.968 -0.362
C 0.450 3.664 4.076 -1.224
C 0.868 2.225 4.189 1.333
N 1.429 1.978 5.507 -0.440
C 1.546 0.535 5.846 -0.888
C 2.523 -0.308 5.037 -0.567
O 1.992 -0.512 3.730 -0.170
C 2.785 -1.139 2.758 -1.686
H -1.482 5.441 4.065 0.192
H -0.298 5.889 5.171 0.346
H -1.866 5.221 5.777 0.283
H 1.280 4.296 4.394 0.551
H 0.146 3.868 3.049 0.281
H 1.623 1.990 3.439 -0.859
H 0.066 1.508 4.011 -0.014
H 0.895 2.460 6.216 0.351
H 0.583 0.029 5.907 0.325
H 1.945 0.450 6.856 0.551
H 2.666 -1.275 5.521 0.410
H 3.508 0.158 5.025 0.319
H 2.233 -1.076 1.820 -2.792
H 3.150 -2.130 3.025 1.326
H 3.707 -0.557 2.759 1.437
C 4.382 -2.502 1.718 -2.611
C 4.168 -1.823 0.426 3.500
C 5.464 -1.130 -0.122 -1.978
O 6.081 -0.284 0.806 -0.364
C 7.130 0.542 0.334 -0.878
N 3.702 -2.751 -0.557 -0.608
H 3.524 -3.123 1.975 0.387
H 4.698 -1.860 2.540 0.698
H 5.153 -3.249 1.530 0.421
H 3.403 -1.073 0.628 -1.297
H 5.177 -0.682 -1.074 0.378
H 6.240 -1.841 -0.402 0.784
H 6.773 1.068 -0.551 0.337
H 7.980 -0.039 -0.024 0.331
H 7.586 1.201 1.073 0.251
H 3.734 -2.230 -1.421 0.514
H 2.721 -2.941 -0.410 -0.479
C 0.799 0.202 -1.312 0.581
C 2.282 0.423 -1.198 -0.562
C 2.647 0.770 0.286 0.282
O 1.952 1.932 0.731 0.144
C 2.532 2.410 1.895 -1.344
N 3.002 -0.797 -1.580 -0.093
H 0.478 -0.579 -0.623 -1.330
H 0.644 -0.099 -2.348 0.975
H 0.312 1.144 -1.061 -0.078
H 2.630 1.191 -1.888 0.558
H 3.718 0.919 0.426 0.967
H 2.491 -0.177 0.803 0.100
H 2.017 3.284 2.294 0.060
H 3.577 2.652 1.702 0.891
H 2.470 1.643 2.667 1.467
H 2.519 -1.164 -2.388 0.680
H 2.643 -1.475 -0.923 -0.881

=====

162
Properties=species:S:1:pos:R:3:mulliken_charge:R:1 method="wB97M-V/def2-TZVPD" e_homo_ev=-5.318 charge=-1 e_tot_ev=-98756.4225 e_lumo_ev=2.30
Cl 0.619 -0.600 -0.300 1.109
O 0.090 0.411 0.652 -0.291
O 2.037 -0.713 -0.381 -0.753
O 0.075 -1.910 0.054 -0.404
O 0.148 -0.242 -1.576 -0.676
C -6.717 -7.877 0.352 -0.788
O -5.929 -6.769 0.296 -0.289
C -5.376 -6.468 -1.004 -0.709
C -4.007 -5.762 -0.874 -0.209
N -4.100 -4.689 0.076 -0.348
C -2.824 -4.344 0.703 0.132
C -2.970 -3.585 2.053 -0.610
O -3.916 -4.124 2.901 -0.305
C -4.043 -3.580 4.180 -0.800
H -7.241 -7.950 1.306 0.226
H -6.143 -8.776 0.127 0.312
H -7.460 -7.828 -0.444 0.320
H -6.059 -5.856 -1.592 0.335
H -5.260 -7.409 -1.542 0.462
H -3.735 -5.243 -1.793 0.146
H -3.267 -6.519 -0.615 0.171
H -4.841 -4.754 0.759 0.404
H -2.172 -3.850 -0.017 -0.284
H -2.251 -5.230 0.978 0.171
H -3.237 -2.552 1.828 0.428
H -1.974 -3.628 2.494 0.303
H -4.631 -2.663 4.151 0.299
H -3.071 -3.388 4.636 0.300
H -4.622 -4.289 4.771 0.262
C -1.920 2.640 -7.253 -1.058
O -1.982 2.707 -5.792 -0.117
C -3.217 2.136 -5.367 -0.951
C -3.245 2.106 -3.865 -0.237
N -2.985 3.501 -3.360 -0.071
C -3.069 3.599 -1.877 -1.775
C -1.893 2.993 -1.203 0.741
O -0.743 3.569 -1.710 -0.504
C 0.371 3.654 -0.892 0.149
H -2.286 1.708 -7.684 0.371
H -0.967 2.966 -7.669 0.324
H -2.677 3.312 -7.658 0.355
H -3.157 1.079 -5.627 0.332
H -4.147 2.462 -5.831 0.521
H -2.557 1.353 -3.481 -0.120
H -4.227 1.839 -3.477 0.604
H -3.696 4.140 -3.684 0.266
H -4.060 3.339 -1.504 0.378
H -3.099 4.665 -1.653 0.497
H -1.919 1.920 -1.389 0.057
H -2.032 3.241 -0.151 0.016
H 1.092 4.331 -1.349 -0.455
H 0.797 2.656 -0.797 -0.118
H 0.175 4.008 0.121 0.599
C 3.573 7.655 4.405 -0.866
O 3.926 6.690 3.360 -0.201
C 4.777 7.375 2.394 -0.766
C 5.021 6.509 1.234 -0.762
N 3.995 6.357 0.210 -0.393
C 2.821 5.607 0.680 -0.472
C 3.150 4.104 0.892 -0.505
O 3.412 3.658 -0.461 -0.297
C 3.823 2.340 -0.688 -0.746
H 4.470 7.942 4.953 0.360
H 2.873 7.235 5.128 0.216
H 3.126 8.568 4.010 0.365
H 5.714 7.667 2.868 0.527
H 4.278 8.299 2.100 0.367
H 5.393 5.562 1.625 0.341
H 5.887 6.898 0.700 0.462
H 4.453 5.763 -0.466 0.364
H 1.960 5.824 0.048 0.176
H 2.529 6.122 1.596 0.088
H 2.358 3.466 1.283 0.200
H 4.029 4.056 1.534 0.729
H 2.950 1.716 -0.878 0.079
H 4.346 1.855 0.135 0.364
H 4.327 2.179 -1.641 0.313
C 0.662 5.326 3.870 -0.524
O -0.608 4.676 3.783 -0.412
C -0.436 3.276 4.019 -0.011
C -1.619 2.420 3.569 -0.827
N -1.468 0.955 3.596 0.107
C -1.355 0.287 4.854 -0.300
C -2.607 0.163 5.818 -0.522
O -2.450 -0.807 6.819 -0.333
C -3.114 -0.604 8.048 -0.784
H 0.559 6.312 3.417 0.338
H 1.432 4.840 3.271 0.141
H 0.996 5.461 4.898 0.356
H -0.201 3.023 5.053 0.343
H 0.419 2.865 3.482 0.137
H -1.930 2.609 2.541 -0.017
H -2.499 2.546 4.200 0.330
H -0.786 0.644 2.918 0.127
H -0.502 0.635 5.437 0.185
H -1.000 -0.710 4.592 0.203
H -3.540 -0.166 5.360 0.186
H -2.701 1.141 6.291 0.448
H -2.625 0.192 8.610 0.311
H -3.036 -1.561 8.564 0.246
H -4.144 -0.256 7.977 0.318
C 0.474 -1.131 -4.951 0.443
C 0.482 -2.596 -5.457 -0.852
O -0.434 -3.347 -4.737 -0.659
O -0.812 -0.514 -4.980 -0.478
H 1.183 -0.522 -5.512 0.276
H 0.796 -1.063 -3.911 -0.193
H 1.466 -3.065 -5.468 0.307
H 0.208 -2.573 -6.512 0.421
H -0.018 -3.580 -3.904 0.232
H -1.417 -1.137 -4.571 0.310
C 2.068 -5.094 -0.861 -1.512
C 1.222 -4.972 -2.097 0.662
C -0.292 -5.178 -1.841 -0.716
O -0.553 -6.427 -1.142 -0.330
C -0.275 -7.603 -1.933 -0.939
N 1.439 -3.632 -2.626 -0.256
H 1.649 -4.548 -0.016 0.184
H 3.133 -4.868 -0.922 0.470
H 2.030 -6.118 -0.489 0.418
H 1.589 -5.744 -2.773 0.314
H -0.878 -5.237 -2.758 0.572
H -0.740 -4.339 -1.310 0.097
H -0.784 -7.640 -2.897 0.375
H -0.645 -8.470 -1.386 0.308
H 0.785 -7.816 -2.071 0.321
H 2.423 -3.409 -2.662 0.278
H 0.989 -2.983 -1.997 -0.001
C 1.667 -1.845 3.246 -0.705
C 2.683 -2.757 3.862 0.141
C 3.180 -3.965 2.977 -0.549
O 4.044 -4.732 3.763 -0.352
C 4.146 -6.082 3.390 -0.737
N 3.743 -1.840 4.328 -0.693
H 2.106 -1.268 2.432 0.113
H 1.254 -1.126 3.954 0.160
H 0.916 -2.474 2.768 0.135
H 2.207 -3.102 4.780 0.280
H 3.681 -3.680 2.052 0.282
H 2.315 -4.540 2.646 0.445
H 4.122 -6.269 2.316 0.265
H 3.329 -6.617 3.875 0.306
H 5.065 -6.582 3.694 0.279
H 4.116 -2.399 5.082 0.315
H 4.468 -1.755 3.630 0.277
C 1.143 2.478 -6.128 -1.927
C 1.388 2.320 -4.577 0.464
C 2.111 3.490 -3.954 0.125
O 1.328 4.695 -3.896 -0.337
C 2.108 5.766 -3.330 -0.742
N 0.080 2.086 -3.942 0.861
H 0.641 1.611 -6.559 0.514
H 2.117 2.712 -6.557 0.583
H 0.517 3.357 -6.281 0.189
H 2.008 1.429 -4.476 0.266
H 3.038 3.743 -4.470 0.684
H 2.450 3.198 -2.960 -0.374
H 2.859 6.245 -3.959 0.377
H 2.552 5.493 -2.373 0.099
H 1.431 6.572 -3.045 0.265
H -0.298 1.341 -4.509 -0.353
H 0.075 1.650 -3.031 -0.423